Here is a structure of composition C24H59BN7O12P at a distorted geometry from OMol25. Energies are from ωB97M-V/def2-TZVPD.

Atoms and positions in Å:
C (1.6690, -0.7341, -0.3698)
C (1.3249, 0.7939, -0.2615)
C (0.3622, 1.3243, -1.3747)
O (0.3021, 0.4134, -2.4772)
C (-0.8627, 0.6052, -3.2374)
O (-1.3956, -0.6060, -3.7802)
P (-2.0257, -1.6165, -2.6266)
O (-1.5562, -3.0229, -2.9286)
O (-1.6413, -1.1615, -1.0874)
O (-3.6857, -1.6003, -2.6884)
B (-4.2593, -1.4253, -1.3703)
O (-4.1977, -2.5409, -0.5051)
N (-4.9067, -0.1792, -1.0111)
C (-4.4821, 0.9548, -1.8611)
C (-4.6580, 0.2154, 0.4008)
H (0.8981, -1.3505, -0.8631)
H (2.6504, -0.8971, -0.8654)
H (1.8078, -1.1090, 0.6722)
H (0.8568, 0.9770, 0.7232)
H (2.2911, 1.3457, -0.3343)
H (-0.6294, 1.5627, -0.9341)
H (0.7687, 2.2947, -1.7507)
H (-0.5725, 1.2425, -4.1043)
H (-1.6575, 1.1618, -2.6953)
H (-1.1360, -1.8670, -0.6702)
H (-3.4494, -3.0964, -0.7315)
H (-4.9774, 1.8965, -1.5516)
H (-4.7285, 0.7223, -2.9135)
H (-3.3802, 1.0978, -1.7357)
H (-5.6291, 0.5311, 0.8258)
H (-3.9358, 1.0505, 0.4858)
H (-4.2962, -0.6075, 1.0467)
C (-1.3480, 1.4267, 2.7323)
O (-1.6381, 1.6434, 1.5741)
N (-1.9307, 2.0183, 3.8025)
C (-1.5317, 1.7146, 5.1613)
C (-2.9878, 2.9870, 3.5738)
H (-0.5591, 0.7093, 3.0108)
H (-2.3892, 1.3201, 5.7114)
H (-1.1785, 2.6268, 5.6481)
H (-0.7326, 0.9747, 5.1716)
H (-3.8048, 2.5086, 3.0308)
H (-2.5978, 3.8064, 2.9651)
H (-3.3566, 3.3778, 4.5205)
C (3.8950, 3.0345, 1.5434)
O (3.1269, 2.7759, 0.6374)
N (5.1431, 2.5313, 1.6601)
C (6.0121, 2.8729, 2.7680)
C (5.6240, 1.6171, 0.6383)
H (3.6214, 3.7155, 2.3651)
H (6.9204, 3.3426, 2.3843)
H (6.2779, 1.9645, 3.3130)
H (5.5153, 3.5636, 3.4484)
H (5.6053, 2.1195, -0.3312)
H (4.9643, 0.7499, 0.5944)
H (6.6368, 1.2927, 0.8634)
C (-5.7087, 3.7902, 1.4706)
O (-5.9232, 2.6080, 1.6437)
N (-6.4213, 4.7991, 2.0248)
C (-6.1077, 6.1912, 1.7716)
C (-7.5332, 4.4718, 2.8990)
H (-4.8876, 4.1437, 0.8255)
H (-5.8704, 6.6870, 2.7157)
H (-6.9706, 6.6798, 1.3137)
H (-5.2539, 6.2775, 1.1010)
H (-7.1707, 3.8826, 3.7435)
H (-8.2641, 3.8758, 2.3499)
H (-8.0049, 5.3816, 3.2647)
C (5.7022, -1.8069, 1.6248)
O (6.8102, -1.3434, 1.4245)
N (5.1938, -2.9014, 1.0206)
C (3.8573, -3.3964, 1.3129)
C (6.0097, -3.6034, 0.0490)
H (5.0034, -1.3484, 2.3435)
H (3.9231, -4.4081, 1.6910)
H (3.2639, -3.3879, 0.3946)
H (3.3678, -2.7710, 2.0577)
H (6.9314, -3.9436, 0.5254)
H (6.2713, -2.9248, -0.7652)
H (5.4670, -4.4584, -0.3491)
C (3.0783, -6.8198, 2.2820)
O (2.7705, -5.7364, 2.7375)
N (2.7629, -8.0117, 2.8350)
C (3.1645, -9.2683, 2.2344)
C (1.9977, -8.0298, 4.0688)
H (3.6589, -6.9160, 1.3494)
H (2.2757, -9.8575, 1.9985)
H (3.7897, -9.8227, 2.9379)
H (3.7284, -9.0948, 1.3190)
H (1.0416, -7.5279, 3.9108)
H (2.5464, -7.4930, 4.8446)
H (1.8231, -9.0550, 4.3882)
C (0.2645, 3.2528, -7.3498)
O (-0.3691, 3.6256, -6.3846)
N (0.0028, 2.1327, -8.0635)
C (0.8026, 1.7442, -9.2072)
C (-1.1157, 1.2978, -7.6653)
H (1.1313, 3.8161, -7.7311)
H (0.1670, 1.6952, -10.0944)
H (1.2440, 0.7620, -9.0241)
H (1.6003, 2.4649, -9.3816)
H (-2.0352, 1.8846, -7.7041)
H (-0.9671, 0.9550, -6.6399)
H (-1.2037, 0.4380, -8.3260)

- Spin multiplicity: 1
- Energy above the lowest of the compared OMol25 structures with the same formula, charge and spin: 394.68 kJ/mol
- Orbital gap: 9.2 eV
- HOMO energy: -8.66 eV
- LUMO level: 0.53 eV
- E: -2602.4177 Ha

Here are the Mulliken charges for atoms 1 to 99, given in e:
1. C -0.96
2. C 0.26
3. C -0.04
4. O -0.35
5. C -0.24
6. O -0.29
7. P 0.84
8. O -0.76
9. O -0.46
10. O -0.26
11. B 0.88
12. O -0.70
13. N 0.00
14. C -0.60
15. C -0.80
16. H 0.28
17. H 0.28
18. H 0.24
19. H -0.30
20. H 0.29
21. H -0.07
22. H 0.45
23. H 0.31
24. H 0.13
25. H 0.30
26. H 0.30
27. H 0.34
28. H 0.29
29. H -0.04
30. H 0.28
31. H 0.14
32. H 0.36
33. C 0.09
34. O -0.66
35. N 0.20
36. C -0.97
37. C -0.80
38. H 0.27
39. H 0.34
40. H 0.34
41. H 0.30
42. H 0.15
43. H 0.28
44. H 0.39
45. C 0.08
46. O -0.62
47. N 0.15
48. C -0.92
49. C -0.70
50. H 0.27
51. H 0.33
52. H 0.32
53. H 0.29
54. H 0.31
55. H -0.02
56. H 0.40
57. C 0.15
58. O -0.61
59. N 0.15
60. C -0.95
61. C -0.97
62. H 0.28
63. H 0.34
64. H 0.36
65. H 0.31
66. H 0.28
67. H 0.30
68. H 0.39
69. C 0.06
70. O -0.65
71. N 0.23
72. C -1.04
73. C -1.03
74. H 0.39
75. H 0.63
76. H 0.25
77. H 0.25
78. H 0.32
79. H 0.32
80. H 0.38
81. C 0.25
82. O -0.66
83. N 0.11
84. C -0.90
85. C -0.95
86. H 0.16
87. H 0.33
88. H 0.33
89. H 0.32
90. H 0.29
91. H 0.29
92. H 0.38
93. C 0.12
94. O -0.57
95. N 0.15
96. C -0.94
97. C -0.78
98. H 0.28
99. H 0.33